Record 1
DFT (ωB97M-V with the def2-TZVPD basis set) results for C12H48B3HgNO4 as an isolated structure at a distorted geometry.

Element x y z (Å)
Hg  1.67988  -0.23629  0.33412
N  0.11803  -2.94315  -0.81542
H  -0.15558  -3.68970  -1.43822
H  1.00961  -2.56225  -1.09844
H  0.25899  -3.41763  0.06499
H  -0.51147  -2.15451  -0.77202
B  2.05705  -1.77472  -0.78660
H  1.82149  -1.93059  0.25476
H  2.14860  -2.63109  -1.43660
H  1.22906  -1.14617  -1.07572
H  2.97897  -1.21412  -0.78502
B  -0.18090  -0.46216  0.46549
H  0.00217  -1.33882  -0.13636
H  0.34481  -0.63374  1.39198
H  0.19406  0.36467  -0.11759
H  -1.24024  -0.41977  0.66617
B  2.62384  0.93800  -0.79638
H  3.21265  0.65563  0.06258
H  3.22536  1.63040  -1.36468
H  2.19687  0.08929  -1.30787
H  1.77091  1.44264  -0.36963
C  -1.81644  -1.35979  2.94216
C  -1.77307  -2.54944  1.95669
C  -3.12453  -2.61761  1.10627
O  -0.65088  -2.48695  1.14001
H  -0.86004  -1.24195  3.45159
H  -2.58854  -1.33635  3.71118
H  -1.95196  -0.41822  2.41002
H  -1.61083  -3.50060  2.46373
H  -3.01853  -3.45941  0.42199
H  -3.47087  -1.76686  0.51942
H  -3.90428  -3.01605  1.75538
H  -0.57218  -1.56477  0.88507
C  -2.15736  0.82605  -0.83714
C  -2.00502  -0.22426  -1.95119
C  -1.76081  0.34865  -3.32746
O  -0.96600  -1.12779  -1.55113
H  -2.55272  0.37633  0.07365
H  -2.99432  1.47281  -1.10038
H  -1.27446  1.37787  -0.51450
H  -2.98824  -0.68566  -2.04333
H  -0.84116  0.93330  -3.35062
H  -2.63998  0.86742  -3.70961
H  -1.54790  -0.54320  -3.91682
H  -0.69350  -0.78837  -0.69548
C  0.57126  3.79897  -3.54708
C  1.05610  3.17052  -2.25115
C  0.06770  2.13743  -1.63862
O  2.16671  2.33763  -2.66516
H  0.32484  3.05372  -4.30338
H  1.42074  4.32373  -3.98423
H  -0.21800  4.51012  -3.30331
H  1.28961  3.88117  -1.45833
H  0.12428  1.11128  -2.00181
H  -0.96549  2.48357  -1.66718
H  0.33849  2.02539  -0.58875
H  2.55807  1.84916  -1.93727
C  2.30894  0.48940  3.83475
C  1.23992  0.35776  2.77889
C  -0.11753  1.06536  3.13386
O  1.76128  1.01581  1.65576
H  2.85623  1.43204  3.83032
H  2.89130  -0.43030  3.89046
H  1.78822  0.60832  4.78492
H  0.87971  -0.67081  2.75851
H  -0.81570  1.11046  2.29803
H  -0.12280  2.04234  3.61715
H  -0.68102  0.50907  3.88293
H  2.25660  1.70677  2.10167

HOMO level: -7.410 eV
Electronic energy: -1068.25587 a.u.
Total charge: 0
Strongest force on any atom: 0.21104 Eh/bohr
Gap between HOMO and LUMO: 7.7 eV

Record 2
DFT (ωB97M-V with the def2-TZVPD basis set) results for C21H43N2P3SSeTc as an isolated structure at a distorted geometry.

Element x y z (Å)
Tc  -0.37333  -0.40796  0.39246
P  -0.06160  1.56213  1.61295
P  -2.51332  0.38337  0.00586
P  1.92116  -0.30237  0.07878
H  -1.71660  -2.76683  -3.63926
C  -1.11374  -3.39576  -2.97765
C  -0.70526  -2.95636  -1.78243
H  -1.18934  -2.07352  -1.36950
C  0.25902  3.10576  0.66445
C  -1.33761  2.21472  2.78409
C  1.33295  1.69861  2.80841
C  -3.40178  -0.48016  -1.33944
C  -3.59247  -0.01592  1.44629
C  -3.04257  2.11609  -0.37398
C  2.32178  -1.47305  -1.26409
C  2.99211  -0.94161  1.44368
C  2.91024  1.17325  -0.43992
H  -0.95462  -4.41987  -3.33867
H  0.05947  -3.48153  -1.20620
H  0.55954  3.92689  1.33011
H  -0.63083  3.42425  0.11781
H  1.06132  2.95862  -0.06140
H  -0.90986  3.07173  3.31968
H  -1.62431  1.46937  3.53444
H  -2.23859  2.54770  2.26721
H  1.24330  2.65624  3.33524
H  2.30593  1.66914  2.31604
H  1.27187  0.89868  3.54993
H  -4.44160  -0.12806  -1.38648
H  -3.38712  -1.56330  -1.17212
H  -2.90220  -0.26446  -2.29095
H  -4.64082  0.10018  1.14364
H  -3.38726  0.64740  2.29241
H  -3.40646  -1.04953  1.75842
H  -4.13929  2.18383  -0.44812
H  -2.61324  2.42660  -1.33561
H  -2.72077  2.83017  0.38884
H  3.41020  -1.54613  -1.39104
H  1.86134  -1.12331  -2.19641
H  1.91299  -2.46005  -1.02148
H  4.04905  -0.79950  1.18114
H  2.80836  -2.00895  1.60718
H  2.80155  -0.41613  2.38344
H  3.92598  0.84944  -0.70976
H  3.00442  1.92304  0.35379
H  2.46168  1.65133  -1.31989
C  0.01310  2.27837  -4.23500
C  -0.11785  0.93738  -3.80704
C  0.22563  -0.10422  -4.68270
C  0.74331  0.19476  -5.95648
C  0.99735  1.52693  -6.31851
C  0.64950  2.56178  -5.45124
Se  -0.76714  3.72402  -3.26541
H  0.48488  4.11893  -2.59954
H  -0.48846  0.73762  -2.79378
H  0.09858  -1.15693  -4.40086
H  0.95953  -0.61919  -6.65765
H  1.46416  1.74535  -7.28360
H  0.83725  3.60004  -5.70783
C  0.96409  -4.22014  3.39943
N  0.72919  -2.88517  3.89219
C  1.12646  -2.37987  5.12444
C  0.61986  -1.12312  5.22226
N  -0.10472  -0.89386  4.04462
C  -0.01264  -1.98180  3.22288
S  -0.62477  -2.35660  1.66453
H  0.01379  -4.72585  3.24632
H  1.50482  -4.20229  2.45655
H  1.55138  -4.74206  4.14813
H  1.69213  -3.00300  5.81456
H  0.65302  -0.39732  6.04343
H  -0.64211  -0.04793  3.82841

Energy relative to the best compared isomer or geometry (same formula, charge and spin): 18.8 kcal/mol
HOMO level (alpha / beta): -19.728 / -20.101 eV
Electronic energy: -4838.37635 a.u.
Total charge: +4
Multiplicity: 4
Expectation value of S²: 3.79
Strongest force on any atom: 0.08530 Eh/bohr
Gap between HOMO and LUMO (alpha / beta): 5.6 / 5.1 eV

Record 3
DFT (ωB97M-V with the def2-TZVPD basis set) results for a 4-piece molecular cluster, C4H12N4O8 overall at a distorted geometry.

Element x y z (Å)
C  -21.12992  -11.68532  0.34253
N  -21.33979  -10.23314  0.11765
O  -20.34900  -9.56041  -0.07220
O  -22.43276  -9.82307  0.00674
H  -21.38979  -12.30382  -0.51654
H  -21.87704  -11.90403  1.10547
H  -20.14797  -11.95717  0.72979
C  -18.49137  -14.54965  1.63087
N  -18.14736  -14.44138  0.20430
O  -18.51327  -13.42153  -0.43680
O  -17.54667  -15.36710  -0.29562
H  -17.56072  -14.63239  2.19224
H  -19.18727  -15.34506  1.89761
H  -18.97649  -13.65896  2.03019
C  -23.30293  -15.35677  -0.15461
N  -22.93296  -14.62248  1.07033
O  -23.84642  -14.15997  1.71181
O  -21.82850  -14.49943  1.43436
H  -24.30743  -14.99277  -0.37051
H  -23.09115  -16.42391  -0.08784
H  -22.61991  -14.90338  -0.87295
C  -22.83033  -6.76307  -0.72851
N  -22.89892  -6.08028  -2.08448
O  -22.77249  -4.87821  -2.20187
O  -23.29351  -6.82272  -3.05365
H  -21.79925  -6.90836  -0.40624
H  -23.46171  -7.64133  -0.86312
H  -23.18009  -6.02431  -0.00741

Energy relative to the best compared isomer or geometry (same formula, charge and spin): 7.5 kcal/mol
HOMO level (alpha / beta): -13.098 / -13.098 eV
Electronic energy: -979.74090 a.u.
Total charge: +1
Multiplicity: 2
Expectation value of S²: 0.76
Strongest force on any atom: 0.08627 Eh/bohr
Gap between HOMO and LUMO (alpha / beta): 5.7 / 2.7 eV